A structure of composition C8H24LiO4S3 at a distorted geometry, computed with the ωB97M-V functional and the def2-TZVPD basis.

Positions of all 40 atoms, in Å:
Li1 -0.513 0.665 -0.106
C1 -2.603 2.953 -0.746
C2 -2.505 2.342 0.602
O1 -1.676 1.193 0.683
H1 -2.944 2.262 -1.346
H2 -1.590 3.070 -1.025
H3 -3.121 4.036 -0.698
H4 -3.487 2.037 1.000
H5 -2.218 3.127 1.429
H6 -1.729 0.643 1.674
C3 -3.178 -1.413 0.354
S1 -2.745 -1.442 -1.305
O2 -1.774 -0.331 -1.379
C4 -1.647 -2.795 -1.222
H7 -3.614 -2.384 0.819
H8 -4.008 -0.697 0.380
H9 -2.151 -1.362 0.891
H10 -0.945 -2.839 -0.501
H11 -1.061 -2.882 -2.035
H12 -2.288 -3.723 -1.219
C5 2.498 -0.826 1.982
S2 1.133 -1.521 1.067
O3 0.696 -0.450 0.142
C6 2.025 -2.782 -0.095
H13 2.824 -1.792 2.708
H14 2.148 0.012 2.576
H15 3.130 -0.483 1.361
H16 3.122 -2.203 -0.485
H17 1.536 -3.241 -0.874
H18 2.288 -3.637 0.555
C7 2.506 0.580 -1.513
S3 2.014 2.243 -1.036
O4 0.521 2.141 -0.674
C8 2.800 2.108 0.602
H19 3.423 0.791 -1.622
H20 2.038 0.554 -2.648
H21 2.128 -0.192 -0.904
H22 3.841 1.904 0.366
H23 2.386 1.384 1.211
H24 2.755 2.966 1.039

Properties
**Max |F|**: 0.17410 hartree/bohr
**Energy**: -1821.802687 Eh
**Total charge**: +1
**HOMO**: -12.320 eV
**2S+1**: 1
**Energy relative to the best compared isomer or geometry (same formula, charge and spin)**: 52.8 kcal/mol
**E_LUMO**: -2.70 eV



A cluster of 8 separate species, C8H24N8O16 in total at a distorted geometry, computed with the ωB97M-V functional and the def2-TZVPD basis.

Positions of all 56 atoms, in Å:
C1 -0.551 -0.472 -0.706
N1 0.297 -0.989 0.404
O1 0.324 -0.321 1.411
O2 0.984 -1.984 0.199
H1 -0.804 -1.262 -1.397
H2 -0.006 0.316 -1.211
H3 -1.430 -0.057 -0.227
C2 3.878 -2.496 2.465
N2 2.762 -2.759 3.414
O3 2.076 -3.742 3.255
O4 2.577 -1.910 4.249
H4 4.663 -2.015 3.039
H5 3.498 -1.803 1.726
H6 4.240 -3.420 2.036
C3 0.226 0.159 4.422
N3 0.268 0.836 5.746
O5 -0.614 0.575 6.539
O6 1.133 1.646 5.936
H7 0.961 0.613 3.777
H8 -0.755 0.304 3.984
H9 0.370 -0.904 4.576
C4 -3.947 -0.262 -4.372
N4 -2.698 -0.233 -3.562
O7 -1.745 -0.856 -3.984
O8 -2.688 0.440 -2.564
H10 -4.404 -1.243 -4.285
H11 -3.663 -0.080 -5.400
H12 -4.610 0.496 -3.974
C5 1.009 4.750 -1.757
N5 0.297 3.585 -2.288
O9 0.948 2.575 -2.385
O10 -0.848 3.699 -2.625
H13 1.599 5.201 -2.548
H14 1.621 4.426 -0.923
H15 0.300 5.494 -1.400
C6 3.934 -0.073 -1.739
N6 4.417 0.489 -0.434
O11 4.314 1.697 -0.276
O12 4.916 -0.283 0.368
H16 4.609 0.269 -2.512
H17 2.949 0.341 -1.890
H18 3.914 -1.149 -1.631
C7 -2.118 3.460 0.721
N7 -1.022 2.586 1.236
O13 -0.036 2.419 0.530
O14 -1.185 2.086 2.330
H19 -1.663 4.226 0.102
H20 -2.604 3.925 1.570
H21 -2.821 2.859 0.155
C8 -3.659 -4.926 -1.683
N8 -2.754 -3.859 -1.160
O15 -1.921 -3.416 -1.918
O16 -2.891 -3.512 -0.016
H22 -3.075 -5.641 -2.242
H23 -4.431 -4.414 -2.252
H24 -4.139 -5.389 -0.828

Properties
**Max |F|**: 0.02449 hartree/bohr
**Energy**: -1960.338497 Eh
**HOMO**: -10.064 eV
**2S+1**: 1
**SMILES string**: C[N+](=O)[O-].C[N+](=O)[O-].C[N+](=O)[O-].C[N+](=O)[O-].C[N+](=O)[O-].C[N+](=O)[O-].C[N+](=O)[O-].C[N+](=O)[O-]
**Energy relative to the best compared isomer or geometry (same formula, charge and spin)**: 3.1 kcal/mol
**E_LUMO**: -0.08 eV



A structure of composition C8H24N8O16 at a distorted geometry, computed with the ωB97M-V functional and the def2-TZVPD basis.

Positions of all 56 atoms, in Å:
C1 1.925 0.013 1.843
N1 2.789 1.028 2.590
O1 2.123 1.775 3.300
O2 4.011 1.146 2.425
H1 1.360 0.487 1.040
H2 1.172 -0.339 2.547
H3 2.508 -0.855 1.535
C2 -1.039 0.032 0.964
N2 0.061 -0.494 0.077
O3 0.952 -1.090 0.633
O4 0.058 -0.265 -1.121
H4 -2.010 -0.341 0.640
H5 -0.824 1.100 1.006
H6 -0.891 -0.364 1.969
C3 -1.478 -0.855 3.491
N3 -1.365 -2.177 4.173
O5 -2.383 -2.466 4.819
O6 -0.318 -2.824 4.142
H7 -1.370 -0.178 4.339
H8 -2.365 -0.710 2.875
H9 -0.528 -0.615 3.014
C4 -0.519 1.993 -1.929
N4 -0.542 2.256 -3.436
O7 -0.969 1.366 -4.082
O8 -0.025 3.263 -3.854
H10 0.401 2.349 -1.467
H11 -0.541 0.910 -1.805
H12 -1.410 2.371 -1.427
C5 -3.519 -2.480 0.434
N5 -2.234 -2.710 1.205
O9 -1.926 -1.870 2.099
O10 -1.659 -3.786 1.001
H13 -4.242 -1.999 1.093
H14 -3.888 -3.405 -0.009
H15 -3.143 -1.722 -0.253
C6 -0.422 -0.920 -3.026
N6 -1.447 -0.542 -4.025
O11 -2.584 -0.615 -3.696
O12 -1.059 -0.400 -5.215
H16 0.182 -0.023 -2.884
H17 0.179 -1.699 -3.494
H18 -0.998 -1.271 -2.169
C7 2.065 2.827 0.958
N7 0.690 2.884 0.535
O13 -0.030 2.016 1.116
O14 0.350 3.579 -0.425
H19 2.190 3.170 1.985
H20 2.815 3.278 0.308
H21 2.345 1.776 1.039
C8 2.099 -0.402 -2.657
N8 2.957 -0.465 -1.415
O15 3.905 -1.131 -1.591
O16 2.743 0.438 -0.537
H22 1.100 -0.357 -2.222
H23 2.318 -1.218 -3.346
H24 2.432 0.530 -3.113

Properties
**Max |F|**: 0.23405 hartree/bohr
**Energy**: -1959.663456 Eh
**HOMO**: -10.452 eV
**2S+1**: 1
**Energy relative to the best compared isomer or geometry (same formula, charge and spin)**: 426.7 kcal/mol
**E_LUMO**: -1.77 eV



A cluster of 8 separate species, C8H24N8O16 in total at a distorted geometry, computed with the ωB97M-V functional and the def2-TZVPD basis.

Positions of all 56 atoms, in Å:
C1 0.754 -0.112 -1.038
N1 -0.170 -0.115 0.143
O1 -0.241 0.862 0.841
O2 -0.770 -1.148 0.348
H1 0.105 -0.130 -1.906
H2 1.396 -0.980 -0.924
H3 1.340 0.798 -0.950
C2 -2.185 -3.669 1.488
N2 -3.133 -4.062 2.575
O3 -4.276 -4.273 2.214
O4 -2.741 -4.171 3.707
H4 -2.630 -2.793 1.029
H5 -2.224 -4.504 0.795
H6 -1.230 -3.472 1.958
C3 0.013 4.114 1.890
N3 -0.972 4.373 2.950
O5 -2.097 4.685 2.621
O6 -0.652 4.133 4.099
H7 0.005 4.940 1.182
H8 -0.291 3.198 1.390
H9 1.016 4.044 2.294
C4 3.039 1.494 1.498
N4 2.575 1.002 2.807
O7 3.127 0.028 3.278
O8 1.771 1.689 3.404
H10 2.194 1.963 1.001
H11 3.465 0.678 0.924
H12 3.778 2.277 1.654
C5 -0.869 -3.309 -2.575
N5 -0.132 -4.218 -1.652
O9 -0.770 -5.121 -1.168
O10 1.034 -4.004 -1.448
H13 -0.940 -3.847 -3.523
H14 -0.218 -2.470 -2.776
H15 -1.864 -3.155 -2.183
C6 -2.583 1.293 3.179
N6 -2.197 0.053 3.905
O11 -2.790 -0.183 4.947
O12 -1.314 -0.638 3.441
H16 -3.134 1.936 3.852
H17 -3.287 0.967 2.411
H18 -1.663 1.609 2.702
C7 -1.417 -1.072 -6.147
N7 -1.424 -0.482 -4.779
O13 -0.626 0.405 -4.557
O14 -2.213 -0.937 -3.982
H19 -0.673 -0.579 -6.759
H20 -2.396 -0.878 -6.581
H21 -1.250 -2.140 -6.051
C8 4.888 2.347 -1.714
N8 3.422 2.206 -1.536
O15 2.956 1.100 -1.730
O16 2.781 3.191 -1.244
H22 5.385 1.540 -1.181
H23 5.257 3.296 -1.343
H24 5.073 2.238 -2.779

Properties
**Max |F|**: 0.02793 hartree/bohr
**Energy**: -1960.315199 Eh
**HOMO**: -10.341 eV
**2S+1**: 1
**SMILES string**: C[N+](=O)[O-].C[N+](=O)[O-].C[N+](=O)[O-].C[N+](=O)[O-].C[N+](=O)[O-].C[N+](=O)[O-].C[N+](=O)[O-].C[N+](=O)[O-]
**Energy relative to the best compared isomer or geometry (same formula, charge and spin)**: 17.7 kcal/mol
**E_LUMO**: -1.04 eV



The highest HOMO belongs to which entry?
number 2



Among the records above, which one has the highest E_LUMO?
number 2